No. 1
93
Properties=species:S:1:pos:R:3:forces:R:3 method="wB97M-V/def2-TZVPD" largest_force_ev_per_a=0.69 gap_ev=7.73 energy_ha=-2661.0675 e_above_lowest_ev=0.0000 total_charge=+1 homo_energy_ev=-9.595 multiplicity=1
Tl 0.31400 0.08222 0.28191 -0.67 0.17 0.04
C -4.86996 -2.90705 -3.80546 0.02 0.02 0.04
C -4.10778 -2.15596 -2.74651 -0.05 -0.03 0.01
C -4.48472 -2.20133 -1.40395 0.00 -0.01 -0.01
C -3.74580 -1.55808 -0.43663 -0.02 -0.03 0.05
C -2.59919 -0.79363 -0.72618 0.06 0.04 0.09
N -1.85830 -0.23134 0.30899 0.18 -0.18 -0.03
C -2.54290 0.20601 1.45558 -0.01 0.04 -0.06
C -3.66409 1.03597 1.32915 0.00 0.05 -0.06
C -4.32430 1.56990 2.41720 0.00 0.00 -0.01
C -3.87646 1.33032 3.71484 -0.04 0.03 0.02
C -4.52318 1.97731 4.91155 0.05 -0.03 -0.05
C -2.78631 0.48982 3.86085 0.04 -0.03 0.06
C -2.15271 -0.09821 2.76826 0.08 -0.06 0.09
N -1.14985 -1.07889 3.07299 -0.16 0.05 -0.14
C -1.20468 -1.99467 4.06828 0.01 -0.04 -0.03
C -0.03874 -2.72106 4.02597 0.06 0.00 0.00
C 0.67971 -2.17205 2.95510 -0.01 0.02 0.05
N 0.00029 -1.18719 2.38881 0.01 -0.10 0.22
C -2.25980 -0.71396 -2.08471 0.07 -0.02 -0.11
C -2.98598 -1.41300 -3.05149 0.06 0.01 -0.09
N -1.19335 0.10662 -2.59046 -0.17 0.03 0.15
C -1.17142 0.73828 -3.78361 -0.01 0.03 0.02
C 0.07473 1.29872 -3.94676 0.04 0.06 0.03
C 0.76545 0.97260 -2.77740 0.00 0.07 -0.04
N -0.00892 0.25142 -1.97434 0.22 -0.20 -0.18
H -5.94550 -2.78362 -3.67553 0.01 0.00 0.00
H -4.65622 -3.97685 -3.75809 0.00 0.01 0.00
H -4.60853 -2.55880 -4.80444 0.00 -0.01 0.01
H -5.35824 -2.77348 -1.11044 0.02 0.03 0.00
H -4.05088 -1.63725 0.60002 0.01 0.00 -0.01
H -4.01302 1.25786 0.32744 0.01 -0.01 0.03
H -5.18556 2.20771 2.25423 0.02 -0.01 0.01
H -5.52976 2.32130 4.67733 0.01 -0.02 0.00
H -3.94437 2.84285 5.24138 -0.02 -0.01 -0.01
H -4.58431 1.28498 5.75187 -0.01 0.01 -0.02
H -2.41183 0.27322 4.85531 0.01 0.00 -0.03
H -2.06097 -2.07252 4.71665 0.00 0.04 -0.05
H 0.24868 -3.53001 4.67485 -0.01 0.02 -0.02
H 1.64662 -2.44865 2.56330 -0.02 0.00 0.02
H -2.65227 -1.37470 -4.08229 0.02 0.02 0.03
H -2.03545 0.75957 -4.42486 -0.01 -0.05 0.05
H 0.42424 1.87259 -4.78768 -0.01 -0.01 0.05
H 1.76334 1.23318 -2.45888 -0.02 -0.04 -0.02
C 4.81983 -1.11545 0.16408 -0.01 -0.04 -0.01
C 3.51934 -1.30896 -0.56339 -0.05 0.01 -0.04
O 2.69321 -0.40283 -0.66456 0.06 0.01 -0.08
N 3.29551 -2.50903 -1.13295 -0.11 -0.02 -0.02
C 2.08925 -2.75237 -1.91490 0.02 0.02 0.11
C 0.98395 -3.39542 -1.11183 -0.02 0.04 -0.07
C 0.82803 -4.77359 -1.16507 0.00 -0.03 -0.03
C -0.18971 -5.37733 -0.44716 -0.03 0.00 0.04
C -1.02514 -4.57109 0.30424 -0.01 -0.01 -0.03
C -0.79427 -3.20658 0.31368 0.00 0.04 0.01
N 0.18455 -2.60984 -0.37389 0.13 -0.13 0.11
H 4.66526 -0.40090 0.96999 -0.02 -0.01 -0.01
H 5.55164 -0.69562 -0.52780 -0.01 0.00 0.00
H 5.21248 -2.05195 0.55981 0.02 0.03 -0.01
H 3.98195 -3.23890 -1.04677 0.01 0.01 0.04
H 2.34628 -3.40011 -2.75014 0.03 0.00 -0.04
H 1.74896 -1.79526 -2.30306 0.00 0.02 -0.03
H 1.49969 -5.36426 -1.77517 -0.01 0.02 0.00
H -0.32746 -6.45085 -0.47698 0.00 0.03 -0.01
H -1.84592 -4.97834 0.87829 0.02 0.00 0.00
H -1.42384 -2.55526 0.90492 0.01 0.01 -0.07
C 0.42312 4.37246 -0.47548 -0.07 -0.08 0.02
P -0.79647 3.08426 0.00371 -0.01 0.21 0.01
C -2.27128 3.67638 -0.92693 0.05 -0.04 0.07
C -1.15727 3.66271 1.71132 0.01 -0.04 -0.10
H 0.03256 5.37225 -0.27320 0.04 0.01 -0.02
H 0.65846 4.29015 -1.53782 0.00 0.00 0.02
H 1.34025 4.22137 0.09629 -0.01 0.00 -0.01
H -2.65578 4.60823 -0.50754 0.00 0.01 -0.05
H -3.06273 2.92659 -0.91526 0.01 0.03 0.02
H -1.98469 3.84909 -1.96579 -0.01 -0.03 0.00
H -1.49970 4.69992 1.69824 0.02 0.00 0.05
H -0.23459 3.59199 2.28990 -0.02 -0.01 0.02
H -1.91336 3.03880 2.18979 0.01 0.01 -0.03
C 2.77052 2.87096 4.85957 -0.01 0.02 0.10
Si 3.43914 3.00159 3.12732 -0.04 -0.02 0.04
C 5.18189 2.35344 3.03772 0.10 -0.05 -0.01
C 3.34849 4.74566 2.48631 -0.01 0.11 -0.03
C 2.36057 1.94839 2.06166 -0.16 -0.08 -0.10
C 1.60992 1.26844 1.39308 0.35 0.03 0.06
H 3.34179 3.49300 5.55389 -0.03 -0.03 -0.03
H 2.82046 1.83741 5.21036 -0.01 0.04 0.00
H 1.72637 3.19045 4.89794 0.03 -0.01 0.01
H 5.84801 2.98067 3.63615 -0.01 -0.03 -0.02
H 5.55519 2.35241 2.01084 -0.01 0.00 0.03
H 5.24248 1.33442 3.42777 0.01 0.03 -0.02
H 3.98925 5.40559 3.07710 -0.03 -0.01 -0.02
H 2.32790 5.13333 2.53867 0.03 0.00 -0.01
H 3.68014 4.79874 1.44651 -0.01 0.01 0.03

=====

No. 2
93
Properties=species:S:1:pos:R:3:forces:R:3 method="wB97M-V/def2-TZVPD" largest_force_ev_per_a=0.49 gap_ev="5.46 / 5.90" energy_ha=-4591.7600 total_charge=-2 homo_energy_ev="-1.290 / -1.733" multiplicity=3
Pd -1.81418 0.13468 -0.49535 -0.21 -0.38 -0.22
Se -3.02318 -4.14942 -3.35070 0.09 0.25 0.16
C -2.63760 -2.67671 -2.34329 -0.05 -0.22 -0.06
N -2.39704 -1.74542 -1.69214 0.11 0.08 -0.13
C -1.14937 -1.36528 7.34380 0.01 -0.01 0.01
C -1.60279 -0.82267 6.01337 -0.01 0.01 -0.01
C -0.72302 -0.17923 5.15857 0.01 0.00 -0.05
C -1.12687 0.34044 3.92779 0.00 0.03 0.04
C -0.09793 1.04307 3.08773 0.00 0.03 0.02
C -2.46292 0.21662 3.51613 -0.06 -0.07 0.01
Te -3.19420 0.98864 1.66380 0.02 0.30 0.13
C -3.36603 -0.43678 4.38126 0.05 -0.01 0.02
C -4.81174 -0.63683 4.01177 0.00 0.01 0.00
C -2.92504 -0.93752 5.60293 -0.01 -0.01 -0.03
H -0.06170 -1.44744 7.38193 -0.01 0.00 -0.01
H -1.56840 -2.35632 7.53359 0.00 0.01 -0.01
H -1.46010 -0.71772 8.16931 0.00 0.00 -0.01
H 0.32257 -0.08451 5.44253 -0.01 0.00 0.01
H 0.91257 0.71836 3.34856 -0.01 0.01 0.01
H -0.15978 2.12475 3.24251 -0.02 0.00 -0.03
H -0.26686 0.87109 2.02534 0.02 -0.04 -0.01
H -4.90109 -1.15505 3.05462 0.02 0.00 0.01
H -5.32441 0.31938 3.88304 0.02 -0.01 0.00
H -5.32781 -1.21377 4.78340 0.01 0.01 -0.01
H -3.63880 -1.44850 6.24507 0.01 0.00 0.00
O -2.08198 2.14105 -2.72602 0.23 -0.04 -0.12
N -2.64535 1.70617 -1.72889 -0.14 -0.03 -0.01
O -3.76155 2.12022 -1.42645 -0.11 0.04 0.18
C -1.35268 -2.74746 2.09843 0.02 -0.04 0.04
C 0.05507 -2.31375 1.68439 0.01 -0.02 -0.05
C 1.06013 -2.57221 2.80844 0.03 0.01 0.03
C 0.48473 -2.99700 0.40035 -0.03 -0.09 0.09
C 0.37334 -4.38233 0.30159 -0.02 0.04 -0.01
C 0.70191 -5.05343 -0.86224 0.00 0.05 0.00
C 1.13307 -4.33180 -1.96173 0.01 -0.01 0.01
C 1.27089 -2.95054 -1.90116 0.00 -0.08 -0.10
C 1.67345 -2.19756 -3.15685 -0.01 0.00 0.04
C 3.09926 -2.54466 -3.58882 0.02 -0.01 -0.02
C 0.68207 -2.44036 -4.29592 0.01 -0.03 -0.03
C 0.97706 -2.28964 -0.69939 -0.02 0.10 0.00
N 1.20255 -0.88095 -0.63276 0.03 0.07 0.07
B 0.25691 0.22289 -0.79488 0.17 0.09 0.02
N 1.14552 1.34946 -1.07516 0.01 0.01 0.05
C 2.47604 0.91551 -1.02454 -0.05 0.05 0.01
C 2.50914 -0.40096 -0.75783 -0.03 -0.03 0.02
C 0.88589 2.62056 -1.67706 0.08 -0.08 0.06
C 0.47913 3.71228 -0.90745 0.01 0.09 0.01
C 0.37978 4.95934 -1.51966 -0.03 -0.02 -0.01
C 0.65670 5.12328 -2.86544 0.00 -0.04 0.01
C 1.00696 4.02070 -3.62659 -0.01 0.00 0.00
C 1.11069 2.75915 -3.05317 -0.03 0.00 -0.10
C 1.39051 1.56006 -3.94069 -0.01 0.02 0.04
C 2.77665 1.62798 -4.58206 0.03 0.01 -0.01
C 0.29815 1.39893 -5.00033 0.00 0.01 -0.02
C 0.17038 3.57114 0.56672 0.01 0.02 -0.03
C 1.36748 4.02705 1.40453 0.03 -0.01 0.01
C -1.09902 4.32118 0.96625 0.00 0.03 0.01
H -1.68469 -2.17603 2.96626 0.02 -0.04 -0.01
H -1.37614 -3.80838 2.36498 -0.01 0.00 -0.01
H -2.06613 -2.58307 1.28927 0.00 0.02 -0.02
H 0.03177 -1.24053 1.49458 -0.03 0.01 -0.01
H 1.15208 -3.64511 3.00618 0.00 0.01 -0.01
H 0.73207 -2.08362 3.72984 0.00 -0.01 -0.03
H 2.05116 -2.19180 2.54612 -0.01 -0.01 -0.01
H -0.00261 -4.93999 1.15109 0.00 -0.01 -0.01
H 0.58102 -6.12831 -0.92709 0.00 0.01 0.00
H 1.33442 -4.84394 -2.89591 -0.01 0.00 0.01
H 1.64882 -1.13506 -2.92555 0.01 -0.07 0.01
H 3.18899 -3.61248 -3.80901 0.00 0.01 0.00
H 3.82269 -2.29905 -2.80817 -0.02 0.00 0.00
H 3.37183 -1.99083 -4.49195 -0.01 0.00 0.01
H 0.72712 -3.47150 -4.65565 0.00 -0.01 0.02
H 0.91294 -1.78070 -5.13803 0.00 -0.03 0.02
H -0.34390 -2.25414 -3.97977 -0.01 0.03 0.02
H 3.29776 1.60011 -1.17073 -0.02 -0.01 0.00
H 3.36486 -1.04730 -0.63558 -0.02 0.00 0.00
H 0.06790 5.81256 -0.92877 0.00 0.00 -0.02
H 0.57112 6.10113 -3.32590 0.00 -0.01 0.00
H 1.17795 4.13379 -4.69199 -0.01 0.00 0.01
H 1.35990 0.67685 -3.30525 -0.02 0.07 -0.05
H 2.87764 2.52007 -5.20791 -0.01 -0.01 0.00
H 2.94581 0.75281 -5.21601 0.00 0.00 0.01
H 3.56259 1.65550 -3.82433 -0.01 0.00 0.00
H 0.29951 2.24310 -5.69687 0.00 -0.01 0.00
H -0.68356 1.34429 -4.53017 0.01 0.01 0.01
H 0.46411 0.48535 -5.57887 0.00 0.04 0.02
H 0.00124 2.51439 0.75736 -0.06 -0.05 0.00
H 1.60736 5.07412 1.19169 -0.01 -0.01 0.00
H 2.25269 3.42531 1.18370 -0.02 0.00 0.00
H 1.15139 3.93826 2.47255 0.00 -0.01 -0.01
H -0.94854 5.40601 0.94009 -0.01 -0.01 0.00
H -1.39660 4.04396 1.97905 0.02 0.00 0.01
H -1.93174 4.06610 0.30955 0.02 -0.02 0.00

=====

No. 3
91
Properties=species:S:1:pos:R:3:forces:R:3 method="wB97M-V/def2-TZVPD" largest_force_ev_per_a=3.60 gap_ev="6.72 / 6.79" energy_ha=-4821.8225 e_above_lowest_ev=0.0000 homo_energy_ev="-6.663 / -7.596" multiplicity=5
Ru 0.15793 -0.59966 -0.26523 -1.14 2.76 -2.00
C 0.63697 -5.46332 -2.58429 -0.22 0.11 -0.14
Si -0.99825 -4.86960 -3.33776 -0.08 -0.22 -0.03
C -2.10909 -6.38648 -3.53388 0.03 0.20 0.03
C -0.78937 -4.08021 -5.03266 0.09 -0.06 0.24
C -1.87254 -3.68191 -2.14571 -0.01 0.07 -0.08
C -3.11258 -3.96567 -1.58913 0.13 -0.10 -0.01
C -3.70908 -3.10042 -0.67560 -0.09 0.09 0.09
C -3.02821 -1.95560 -0.31640 -0.13 0.00 -0.01
N -1.84821 -1.63573 -0.84516 0.10 -0.28 -0.08
C -1.28699 -2.45757 -1.75525 -0.13 -0.14 -0.25
S 0.22296 -1.88461 -2.39294 0.13 0.01 0.19
H 1.10951 -6.21273 -3.22404 -0.04 0.00 -0.01
H 0.47615 -5.92301 -1.60422 -0.05 0.02 -0.03
H 1.32941 -4.62989 -2.47883 0.05 0.06 0.01
H -1.67078 -7.08003 -4.25478 0.04 0.02 0.00
H -3.09448 -6.10604 -3.91451 0.00 -0.01 -0.01
H -2.25250 -6.93335 -2.59930 0.02 0.03 0.02
H -0.52435 -4.83103 -5.78080 0.01 -0.02 0.03
H -0.01872 -3.30904 -5.02715 -0.01 0.02 0.00
H -1.72305 -3.60730 -5.34418 -0.02 0.00 0.02
H -3.61995 -4.88733 -1.85372 -0.01 0.02 0.01
H -4.67296 -3.31622 -0.23578 0.00 0.00 -0.02
H -3.43626 -1.25728 0.40556 0.03 0.00 0.02
C -0.26966 0.94768 -1.26514 0.59 -1.62 1.27
Ge -1.66325 1.69888 -2.36348 -0.32 0.47 -0.58
C -3.44369 2.00666 -1.52435 0.43 -0.20 -0.12
C -3.46216 2.93087 -0.47918 0.05 -0.02 -0.02
C -4.65568 3.34178 0.09283 0.00 0.04 0.07
C -5.86115 2.84207 -0.37990 -0.02 -0.03 -0.03
C -5.85843 1.90845 -1.40425 -0.04 -0.01 0.02
C -4.65785 1.48762 -1.96255 0.00 -0.08 0.03
C -1.14029 3.53952 -2.85760 -0.10 -0.25 0.07
C 0.00816 4.17943 -2.40529 0.01 -0.08 0.04
C 0.29993 5.47521 -2.81336 0.04 0.07 0.00
C -0.55177 6.14127 -3.68160 -0.01 0.02 -0.02
C -1.69912 5.51037 -4.14554 -0.01 -0.03 0.00
C -1.98702 4.21950 -3.73144 -0.02 0.00 0.01
C -1.64128 0.74314 -4.09964 -0.11 0.14 0.38
C -0.41696 0.73916 -4.76709 0.00 0.03 0.03
C -0.29437 0.17994 -6.02831 0.08 0.00 -0.01
C -1.39929 -0.38716 -6.64894 -0.02 -0.02 -0.01
C -2.62100 -0.39364 -5.99634 -0.04 -0.03 -0.02
C -2.73847 0.16658 -4.72991 0.02 -0.04 0.05
H -2.52558 3.34149 -0.11588 -0.03 0.06 0.01
H -4.64683 4.06102 0.90249 0.00 0.00 -0.01
H -6.79794 3.17852 0.04586 0.01 0.00 0.02
H -6.79224 1.50797 -1.77971 0.00 -0.01 0.03
H -4.68825 0.73873 -2.74029 -0.02 0.03 -0.03
H 0.68272 3.66163 -1.73155 0.00 0.00 -0.01
H 1.19579 5.96713 -2.45426 0.00 -0.01 0.01
H -0.32519 7.15137 -3.99948 0.02 -0.01 0.01
H -2.36701 6.02119 -4.82812 0.01 0.02 0.01
H -2.88527 3.72610 -4.09176 0.00 0.06 -0.03
H 0.44912 1.18310 -4.28791 0.03 -0.01 -0.04
H 0.66564 0.18850 -6.53025 -0.01 0.00 0.00
H -1.30855 -0.81902 -7.63788 0.01 0.00 0.01
H -3.49295 -0.82614 -6.47244 0.02 -0.02 -0.01
H -3.70335 0.14695 -4.24570 -0.01 -0.01 -0.03
C -0.99057 -6.26121 2.70248 0.13 0.05 0.04
C 0.11466 -5.33129 3.20122 -0.14 0.01 -0.01
C -0.32256 -3.87207 3.34325 0.10 -0.07 -0.11
C -0.92382 -3.26658 2.07663 -0.01 0.07 0.02
N -0.00406 -3.28022 0.94639 0.32 -0.01 0.11
C 1.02007 -2.36107 0.78963 0.59 -1.35 0.94
S 1.13991 -0.95337 1.81293 0.03 0.06 0.16
N 2.13738 -2.89457 0.18657 -0.07 0.03 -0.09
C 3.28006 -2.08323 -0.22256 0.12 -0.03 0.20
C 4.46274 -2.20266 0.74048 -0.05 -0.14 -0.13
C 5.18509 -3.55483 0.73111 -0.13 0.01 0.11
C 4.43993 -4.70124 1.41883 0.11 0.08 -0.07
H -0.66717 -7.30117 2.75218 -0.04 -0.01 -0.03
H -1.26413 -6.04851 1.66651 -0.05 -0.02 0.01
H -1.88769 -6.15648 3.31630 -0.03 -0.02 -0.03
H 0.98107 -5.39553 2.53481 0.03 -0.01 0.04
H 0.45163 -5.67830 4.18026 0.09 0.00 -0.03
H 0.54133 -3.26785 3.63073 -0.05 0.03 0.08
H -1.06086 -3.79211 4.14623 -0.02 0.03 -0.01
H -1.20549 -2.23329 2.27068 -0.06 0.01 -0.06
H -1.81991 -3.80508 1.76551 -0.03 0.03 0.02
H 0.24533 -4.21465 0.64989 -0.06 0.03 -0.12
H 1.93438 -3.67113 -0.42638 -0.03 0.04 -0.06
H 2.96784 -1.03959 -0.28418 0.03 0.02 -0.05
H 3.57865 -2.39473 -1.22584 -0.05 -0.01 -0.02
H 4.10511 -1.98394 1.74968 0.04 0.07 0.02
H 5.18346 -1.42597 0.47081 -0.04 0.04 0.03
H 6.14224 -3.42348 1.24123 0.03 0.01 -0.05
H 5.41497 -3.83746 -0.30116 0.06 0.03 0.00
H 4.10380 -4.40059 2.41331 -0.03 -0.01 -0.01
H 5.09695 -5.56526 1.53218 -0.03 -0.01 0.00
H 3.56818 -5.01898 0.84987 -0.06 -0.02 0.03